(1)
{"formula": "C27H19NO2", "method": "ωB97M-V with the def2-TZVPD basis set", "orbital_gap_ev": 8.74, "energy_ha": -1245.5048, "multiplicity": 1, "homo_energy_ev": -8.52, "smiles": "COc1ccc(C2(Oc3ccc(C#N)cc3)c3ccccc3-c3ccccc32)cc1", "symbols": ["O", "C", "C", "C", "C", "C", "N", "C", "C", "H", "H", "H", "H", "C", "O", "C", "C", "C", "C", "C", "C", "C", "C", "C", "C", "C", "C", "C", "C", "C", "C", "C", "C", "C", "H", "H", "H", "H", "H", "H", "H", "H", "H", "H", "H", "H", "H", "H", "H"], "xyz": [[-0.405, 1.133, -0.137], [0.367, 2.231, 0.179], [-0.324, 3.446, 0.072], [0.349, 4.634, 0.299], [1.703, 4.628, 0.651], [2.421, 5.852, 0.864], [3.046, 6.827, 1.032], [2.370, 3.411, 0.779], [1.707, 2.209, 0.552], [-1.381, 3.427, -0.197], [-0.182, 5.580, 0.199], [3.423, 3.402, 1.060], [2.267, 1.290, 0.688], [-5.264, -3.494, -2.261], [-5.122, -2.504, -1.219], [-3.883, -1.979, -1.020], [-3.751, -1.007, 0.001], [-2.509, -0.469, 0.278], [-1.372, -0.913, -0.392], [-0.068, -0.231, -0.005], [1.139, -0.549, -0.859], [2.224, -0.938, -0.052], [3.492, -1.071, -0.618], [3.618, -0.939, -2.006], [2.506, -0.637, -2.810], [1.257, -0.377, -2.223], [1.773, -0.953, 1.354], [0.411, -0.590, 1.406], [-0.288, -0.591, 2.602], [0.424, -0.859, 3.783], [1.812, -1.060, 3.750], [2.500, -1.112, 2.531], [-1.494, -1.839, -1.423], [-2.740, -2.370, -1.752], [-6.316, -3.773, -2.234], [-5.009, -3.067, -3.240], [-4.631, -4.367, -2.056], [-4.623, -0.690, 0.560], [-2.425, 0.311, 1.034], [4.344, -1.274, 0.031], [4.593, -1.079, -2.471], [2.604, -0.580, -3.897], [0.391, -0.052, -2.807], [-1.362, -0.396, 2.615], [-0.111, -0.896, 4.732], [2.364, -1.197, 4.679], [3.578, -1.279, 2.470], [-0.604, -2.152, -1.966], [-2.823, -3.099, -2.557]]}

---

(2)
{"formula": "C6H17NO", "method": "ωB97M-V with the def2-TZVPD basis set", "relative_energy_ev": 2.8545, "orbital_gap_ev": [12.25, 6.55], "energy_ha": -368.3886, "multiplicity": 2, "homo_energy_ev": [-14.96, -14.93], "total_charge": 1, "symbols": ["C", "C", "C", "N", "C", "C", "C", "H", "H", "H", "H", "H", "H", "H", "H", "H", "H", "H", "H", "H", "H", "H", "H", "H", "O"], "xyz": [[1.015, 1.271, -1.589], [2.464, 0.816, -1.314], [0.036, 0.087, -1.424], [-0.031, -0.513, -0.077], [-1.087, 0.315, 0.643], [-0.708, 0.213, 2.226], [0.074, 1.458, 2.636], [0.772, 2.050, -0.796], [0.797, 1.786, -2.471], [3.105, 0.901, -2.311], [3.093, 1.644, -0.862], [2.825, -0.063, -0.747], [0.400, -0.715, -2.198], [-1.027, 0.315, -1.754], [0.849, -0.406, 0.356], [-1.996, -0.192, 0.370], [-1.045, 1.305, 0.253], [-1.701, 0.077, 2.592], [-0.329, -0.819, 2.572], [-0.361, 2.340, 3.179], [0.695, 1.913, 1.818], [0.819, 1.114, 3.211], [-1.412, -3.722, -1.641], [-1.161, -2.956, -0.354], [-1.858, -3.242, -0.968]]}

---

(3)
{"formula": "F2HPS", "method": "ωB97M-V with the def2-TZVPD basis set", "relative_energy_ev": 0.0000, "orbital_gap_ev": [11.28, 7.17], "energy_ha": -939.8007, "multiplicity": 3, "homo_energy_ev": [-10.46, -10.62], "symbols": ["F", "F", "P", "S", "H"], "xyz": [[-1.197, -1.131, 0.912], [-0.299, -0.755, -1.232], [-0.209, -0.039, 0.224], [-1.404, 1.596, 0.001], [3.108, 0.329, 0.095]]}

---

(4)
{"formula": "C5H10O2", "method": "ωB97M-V with the def2-TZVPD basis set", "relative_energy_ev": 3.5942, "orbital_gap_ev": 9.81, "energy_ha": -346.8933, "multiplicity": 1, "homo_energy_ev": -9.14, "smiles": "C=C/C=C/CO.O", "symbols": ["C", "C", "C", "O", "C", "C", "H", "H", "H", "H", "H", "H", "H", "H", "H", "H", "O"], "xyz": [[1.273, 0.799, -0.681], [2.003, 1.299, -1.603], [-1.933, -1.352, -0.283], [-1.585, -2.454, -1.124], [-0.963, -0.261, -0.108], [0.264, -0.292, -0.664], [1.218, 1.400, 0.256], [2.208, 0.941, -2.620], [2.563, 2.180, -1.292], [-2.689, -0.990, -0.879], [-2.155, -1.712, 0.771], [-0.991, -3.064, -0.583], [-1.180, 0.541, 0.534], [0.516, -1.102, -1.229], [0.430, 0.548, 3.323], [0.562, 2.048, 2.741], [0.459, 1.471, 3.441]]}

---

(5)
{"formula": "C2H12O5", "method": "ωB97M-V with the def2-TZVPD basis set", "relative_energy_ev": 1.1027, "orbital_gap_ev": 10.89, "energy_ha": -459.5532, "multiplicity": 1, "homo_energy_ev": -10.64, "smiles": "CC=O.O.O.O.O", "symbols": ["O", "C", "C", "H", "H", "H", "H", "H", "H", "O", "H", "H", "O", "H", "H", "O", "H", "H", "O"], "xyz": [[-0.038, -1.721, 0.719], [-0.886, -1.130, 1.330], [-1.755, 0.028, 0.990], [-1.059, -1.422, 2.406], [-1.714, 0.406, -0.043], [-1.114, 0.761, 1.539], [-2.752, 0.008, 1.426], [1.618, 1.271, 0.224], [1.180, 2.050, 1.407], [1.899, 2.008, 0.779], [2.898, -0.262, 0.030], [1.817, -1.222, -0.603], [2.273, -0.386, -0.716], [-0.917, 2.518, -1.295], [-1.191, 1.099, -1.661], [-1.631, 1.948, -1.602], [1.097, -2.442, -1.466], [-0.055, -1.389, -1.487], [0.331, -2.124, -1.977]]}

---

(6)
{"formula": "C41H36N2O4SbSe4Ti", "method": "ωB97M-V with the def2-TZVPD basis set", "relative_energy_ev": 2.8773, "orbital_gap_ev": [4.96, 4.96], "energy_ha": -12690.1046, "multiplicity": 1, "homo_energy_ev": [-3.85, -3.85], "total_charge": -1, "symbols": ["Ti", "C", "C", "C", "O", "C", "C", "O", "C", "O", "C", "C", "C", "C", "C", "C", "C", "C", "C", "C", "C", "C", "C", "O", "C", "C", "C", "C", "C", "C", "C", "C", "C", "C", "C", "C", "H", "H", "H", "H", "H", "H", "H", "H", "H", "H", "H", "H", "H", "H", "H", "H", "H", "H", "H", "H", "H", "H", "H", "H", "H", "H", "H", "H", "C", "C", "C", "C", "N", "C", "C", "C", "C", "C", "C", "N", "H", "H", "H", "H", "H", "H", "H", "H", "Se", "Sb", "Se", "Se", "Se"], "xyz": [[0.209, 0.282, 0.665], [5.338, 3.960, -1.211], [4.213, 4.044, -0.204], [4.233, 5.366, 0.556], [2.976, 3.864, -0.870], [2.113, 3.265, 0.084], [3.059, 2.285, 0.844], [4.306, 2.966, 0.729], [3.242, 0.769, 0.540], [1.972, 0.245, 0.272], [3.731, 0.058, 1.809], [4.533, 0.678, 2.761], [4.909, -0.006, 3.912], [4.489, -1.312, 4.121], [3.708, -1.943, 3.162], [3.340, -1.266, 2.009], [4.166, 0.472, -0.644], [3.833, 0.944, -1.911], [4.588, 0.606, -3.021], [5.704, -0.209, -2.885], [6.054, -0.673, -1.629], [5.289, -0.338, -0.518], [0.699, 2.958, -0.509], [0.053, 2.106, 0.383], [-0.114, 4.270, -0.518], [-1.496, 4.171, -0.380], [-2.291, 5.306, -0.351], [-1.717, 6.565, -0.460], [-0.344, 6.673, -0.608], [0.453, 5.535, -0.638], [0.711, 2.403, -1.946], [1.005, 3.266, -3.003], [1.035, 2.814, -4.313], [0.757, 1.486, -4.605], [0.458, 0.616, -3.571], [0.437, 1.076, -2.261], [5.200, 4.724, -1.977], [5.349, 2.978, -1.677], [6.291, 4.129, -0.710], [4.168, 6.199, -0.146], [5.164, 5.448, 1.117], [3.403, 5.430, 1.260], [1.884, 4.005, 0.864], [2.744, 2.326, 1.893], [4.876, 1.693, 2.604], [5.535, 0.488, 4.646], [4.777, -1.838, 5.023], [3.372, -2.963, 3.304], [2.736, -1.768, 1.261], [2.980, 1.590, -2.040], [4.296, 0.979, -3.995], [6.287, -0.489, -3.754], [6.916, -1.317, -1.506], [5.578, -0.722, 0.451], [-1.945, 3.191, -0.285], [-3.363, 5.205, -0.235], [-2.334, 7.454, -0.421], [0.118, 7.649, -0.703], [1.522, 5.639, -0.763], [1.228, 4.303, -2.800], [1.273, 3.509, -5.109], [0.776, 1.133, -5.628], [0.260, -0.432, -3.762], [0.247, 0.290, -1.527], [-4.059, -0.255, -0.632], [-4.633, -0.674, 0.547], [-3.876, -0.643, 1.711], [-2.566, -0.217, 1.654], [-2.020, 0.197, 0.500], [-2.742, 0.179, -0.609], [-1.664, -0.226, 2.847], [-2.143, -0.414, 4.129], [-1.257, -0.466, 5.199], [0.093, -0.305, 4.967], [0.510, -0.067, 3.667], [-0.344, -0.024, 2.647], [-4.594, -0.298, -1.569], [-5.645, -1.050, 0.567], [-4.295, -1.014, 2.635], [-2.237, 0.494, -1.515], [-3.203, -0.528, 4.294], [-1.628, -0.630, 6.201], [0.823, -0.358, 5.762], [1.556, 0.076, 3.426], [-0.060, -5.316, -1.902], [-1.342, -4.284, -0.154], [-3.544, -3.442, -0.744], [-1.015, -4.917, 2.155], [-0.078, -1.936, 0.115]]}

---

Question: What is the formula in the second record?
Answer: C6H17NO